# 1
{"formula": "C27H24AsBrNO2SW", "method": "wB97M-V/def2-TZVPD", "spin_multiplicity": 3, "orbital_gap_ev": [6.87, 7.64], "e_lumo_ev": [-3.884, -3.813], "charge": 1, "symbols": ["W", "S", "C", "C", "C", "C", "C", "C", "As", "C", "C", "C", "C", "C", "C", "C", "C", "C", "C", "C", "C", "H", "H", "H", "H", "H", "H", "H", "H", "H", "H", "H", "H", "H", "H", "N", "C", "C", "C", "O", "O", "H", "H", "H", "H", "H", "H", "Br", "C", "C", "C", "C", "C", "C", "H", "H", "H", "H"], "positions_angstrom": [[0.016, -0.030, 0.393], [-0.678, 1.274, 2.171], [-0.111, 0.613, 3.733], [-0.190, 1.435, 4.850], [0.307, 0.988, 6.067], [0.886, -0.268, 6.184], [0.956, -1.100, 5.075], [0.453, -0.657, 3.861], [0.374, -1.735, 2.289], [-1.311, -2.653, 2.425], [-1.815, -3.308, 1.307], [-3.046, -3.942, 1.367], [-3.776, -3.917, 2.548], [-3.273, -3.266, 3.665], [-2.040, -2.632, 3.609], [1.761, -3.067, 2.364], [1.463, -4.386, 2.695], [2.486, -5.321, 2.774], [3.796, -4.941, 2.525], [4.092, -3.626, 2.189], [3.077, -2.687, 2.103], [-0.624, 2.422, 4.769], [0.249, 1.635, 6.932], [1.282, -0.598, 7.134], [1.402, -2.085, 5.162], [-1.251, -3.340, 0.379], [-3.435, -4.449, 0.496], [-4.740, -4.404, 2.598], [-3.846, -3.249, 4.582], [-1.659, -2.119, 4.483], [0.441, -4.688, 2.894], [2.257, -6.345, 3.035], [4.591, -5.672, 2.591], [5.114, -3.332, 1.991], [3.316, -1.664, 1.834], [0.846, -1.578, -1.084], [0.314, -1.588, -2.468], [-1.189, -1.798, -2.480], [-1.993, -0.639, -1.928], [-3.057, -0.291, -2.321], [-1.349, 0.069, -0.945], [1.844, -1.374, -1.106], [0.769, -2.519, -0.700], [0.807, -2.367, -3.052], [0.567, -0.630, -2.924], [-1.458, -2.686, -1.899], [-1.539, -1.988, -3.494], [6.219, 2.589, -0.470], [4.503, 1.851, -0.222], [3.665, 1.672, -1.312], [2.407, 1.119, -1.119], [1.958, 0.731, 0.151], [2.823, 0.953, 1.232], [4.082, 1.501, 1.053], [3.989, 1.968, -2.300], [1.766, 1.017, -1.991], [2.509, 0.717, 2.246], [4.734, 1.664, 1.900]], "mulliken_charge": [1.578, -0.384, 0.667, -0.728, -0.584, -0.738, -0.342, -0.175, 0.851, -0.019, 0.265, -0.745, -0.604, -0.718, -0.427, 0.432, -0.449, -0.710, -0.491, -0.697, -0.188, 0.464, 0.399, 0.422, 0.483, 0.234, 0.431, 0.402, 0.420, 0.444, 0.456, 0.425, 0.400, 0.439, 0.327, -0.548, -0.675, -0.409, 0.513, -0.540, -0.752, 0.384, 0.237, 0.496, 0.284, 0.167, 0.401, -0.153, -0.046, -0.686, -0.032, 0.342, -0.443, -0.687, 0.453, 0.339, 0.351, 0.463]}

# 2
{"formula": "Br2H4Si2", "method": "wB97M-V/def2-TZVPD", "spin_multiplicity": 3, "orbital_gap_ev": [7.87, 8.19], "e_lumo_ev": [0.399, -2.411], "charge": 0, "symbols": ["Si", "Si", "Br", "Br", "H", "H", "H", "H"], "positions_angstrom": [[-1.380, -1.685, 0.973], [0.735, 1.319, -1.138], [0.098, 2.977, 0.281], [2.827, 0.502, -0.489], [-0.331, -0.763, 0.648], [-2.636, -1.441, 1.682], [-0.607, -2.858, 0.570], [1.293, 1.948, -2.526]], "mulliken_charge": [0.144, 0.388, -0.156, -0.194, -0.105, -0.009, -0.038, -0.029]}

# 3
{"formula": "C4H12N2O", "method": "wB97M-V/def2-TZVPD", "spin_multiplicity": 1, "orbital_gap_ev": 9.65, "e_lumo_ev": 0.863, "charge": 0, "symbols": ["C", "C", "C", "H", "H", "H", "H", "H", "H", "H", "H", "C", "N", "N", "O", "H", "H", "H", "H"], "positions_angstrom": [[-0.848, -1.089, -0.073], [-0.428, -0.248, -1.848], [0.409, -1.765, 0.403], [-1.467, -1.727, -0.694], [-1.559, -0.922, 0.733], [0.533, -1.715, 1.486], [-0.160, -1.166, -2.374], [0.418, 0.412, -2.027], [-1.387, 0.117, -2.215], [1.294, -1.331, -0.058], [0.396, -2.821, 0.115], [0.424, 1.747, 0.383], [1.480, 1.461, 1.208], [-0.823, 1.244, 0.867], [0.490, 2.517, -0.545], [2.383, 1.687, 0.818], [1.437, 0.601, 1.730], [-1.577, 1.524, 0.253], [-1.016, 1.474, 1.840]], "mulliken_charge": [-0.475, -1.248, -0.983, 0.445, 0.327, 0.318, 0.428, 0.375, 0.327, 0.242, 0.290, 0.433, -0.457, -0.409, -0.578, 0.245, 0.243, 0.246, 0.232]}

In the order shown, the computed E_tot values come out to -6523.375100 -5729.316040 -344.274083 hartree.
In the order shown, the computed ΔE to the lowest compared entry with this formula, charge and spin values come out to 8.7 1.4 69.6 kcal per mole.